(1)
Computed, not measured: 2 unconnected molecules or ions with the total composition C9H15N2 at a distorted geometry, with wB97M-V/def2-TZVPD.

The geometry in XYZ format:
```
26
Properties=species:S:1:pos:R:3:forces:R:3
C -0.445 -2.697 -2.362 -0.681 -0.347 0.037
N 0.819 -1.958 -2.352 -0.009 2.599 0.015
C 2.083 -2.696 -2.365 0.678 -0.351 0.038
C 0.817 -0.656 -2.324 -0.012 -1.600 0.015
H -0.215 -3.764 -2.364 -0.208 0.241 0.005
H -1.041 -2.442 -1.476 0.306 -0.090 -0.165
H -1.035 -2.442 -3.252 0.315 -0.088 0.179
H 1.854 -3.763 -2.367 0.207 0.247 0.007
H 2.674 -2.441 -3.255 -0.320 -0.082 0.179
H 2.681 -2.443 -1.479 -0.302 -0.106 -0.185
H 1.772 -0.125 -2.333 -0.378 -0.133 0.085
H -0.136 -0.123 -2.325 0.364 -0.147 0.074
C -2.419 2.994 2.013 -0.284 0.186 -0.013
C -1.199 2.127 1.930 -0.028 -0.242 -0.650
C -0.352 1.991 3.029 0.248 -0.249 -0.211
C 0.775 1.182 2.923 0.102 -0.321 -0.611
C 1.018 0.525 1.701 -0.322 0.593 0.917
N 0.204 0.663 0.661 0.297 -0.659 -1.082
C -0.875 1.429 0.739 -0.163 0.694 1.430
H -2.967 2.989 1.065 0.042 0.039 0.163
H -3.102 2.652 2.802 0.164 0.020 -0.187
H -2.158 4.034 2.249 -0.011 -0.236 -0.088
H -0.585 2.522 3.953 0.114 -0.167 -0.223
H 1.469 1.041 3.746 -0.170 0.084 -0.074
H 1.892 -0.119 1.581 -0.260 0.185 0.007
H -1.525 1.519 -0.141 0.311 -0.070 0.338
```
Forces are in eV/Å.

Results
- HOMO-LUMO gap (eV) = 7.4
- energy (Eh) = -461.176180
- HOMO level (eV) = -12.00
- energy relative to the best compared isomer or geometry (same formula, charge and spin) (kcal/mol) = 14.8
- net charge = +1

---

(2)
Computed, not measured: 2 unconnected molecules or ions with the total composition C38H44NOS at a distorted geometry, with wB97M-V/def2-TZVPD.

The geometry in XYZ format:
```
85
Properties=species:S:1:pos:R:3:forces:R:3
C -5.023 2.594 2.645 -0.290 0.279 0.083
C -4.234 1.479 2.030 0.032 -0.228 0.001
C -3.685 0.470 2.820 0.181 0.126 -0.257
C -2.830 -0.493 2.277 -0.149 0.417 -0.140
C -2.265 -1.515 3.221 0.108 -0.254 0.439
C -2.519 -0.451 0.905 -0.390 0.102 0.247
C -1.508 -1.381 0.264 -0.240 0.350 -0.330
C -2.210 -2.659 -0.247 0.330 -0.223 0.247
C -0.207 -1.721 1.081 0.371 -1.219 -0.032
C 0.433 -0.594 1.812 0.345 0.578 -1.505
C 1.790 -0.239 1.626 0.065 0.017 0.141
C 2.168 1.088 1.218 0.227 0.535 0.840
C 1.168 2.045 0.657 -0.068 0.249 0.011
C 3.495 1.476 1.306 -0.080 -0.194 -0.039
C 4.515 0.560 1.591 -0.361 -0.134 -0.032
C 5.918 1.022 1.821 0.326 0.037 -0.049
C 4.174 -0.797 1.689 -0.427 -0.189 0.051
C 2.848 -1.193 1.818 0.227 -0.134 -0.862
C 2.521 -2.584 2.259 -0.115 -0.564 0.192
C -3.241 0.438 0.075 0.398 -0.002 0.102
C -3.138 0.407 -1.430 0.023 0.174 -0.385
C -4.050 1.412 0.650 0.009 -0.138 0.401
H -5.383 3.272 1.865 -0.003 -0.064 0.200
H -5.891 2.218 3.200 0.154 0.058 -0.109
H -4.420 3.183 3.350 -0.087 -0.186 -0.183
H -3.890 0.444 3.892 0.023 0.056 -0.264
H -2.446 -2.555 2.906 0.075 0.341 0.031
H -1.182 -1.382 3.345 -0.343 -0.244 0.201
H -2.711 -1.385 4.218 0.143 -0.116 -0.353
H -1.134 -0.855 -0.631 -0.078 -0.149 0.310
H -3.091 -2.414 -0.853 0.303 0.048 0.226
H -1.535 -3.257 -0.870 -0.093 0.021 0.129
H -2.552 -3.278 0.594 0.090 0.133 -0.191
H -0.400 -2.580 1.756 -0.048 0.391 -0.207
H 0.514 -2.091 0.327 -0.253 0.079 0.511
H -0.234 0.106 2.325 0.107 0.178 -0.415
H 1.661 3.007 0.474 -0.283 -0.162 0.050
H 0.752 1.694 -0.301 0.146 0.024 0.340
H 0.334 2.196 1.350 -0.072 0.013 -0.079
H 3.765 2.525 1.152 -0.171 -0.325 -0.140
H 6.541 0.237 2.262 -0.181 0.091 -0.139
H 6.392 1.346 0.887 -0.105 -0.051 0.083
H 5.940 1.884 2.501 -0.115 -0.163 -0.152
H 4.964 -1.554 1.733 -0.303 0.286 0.366
H 3.405 -3.073 2.684 -0.212 0.086 -0.176
H 1.749 -2.550 3.042 0.296 -0.099 -0.224
H 2.138 -3.223 1.447 0.205 0.275 0.103
H -3.858 1.122 -1.857 0.268 -0.275 0.113
H -2.140 0.706 -1.792 -0.245 -0.126 0.102
H -3.365 -0.581 -1.860 0.109 0.351 0.193
H -4.544 2.140 0.009 0.077 -0.130 0.101
C 2.661 1.596 5.766 -0.282 -0.651 -0.294
O 2.224 0.558 4.835 0.225 1.259 -0.061
C 2.126 -0.706 5.351 2.209 -1.581 0.059
C 1.088 -0.979 6.354 -0.624 0.199 0.444
C 1.441 -1.463 7.634 -0.396 0.221 -0.536
C 0.467 -1.611 8.621 -0.038 -0.016 -0.051
C -0.866 -1.296 8.344 0.150 -0.053 -0.253
C -1.228 -0.845 7.066 0.067 0.042 0.160
C -0.257 -0.654 6.086 0.405 -0.194 0.336
C 3.245 -1.525 5.155 -2.180 1.136 0.694
N 3.258 -2.896 5.290 0.086 -0.655 0.201
C 2.045 -3.684 5.511 0.246 -0.142 -0.069
C 4.505 -3.486 5.036 -0.457 -0.028 -0.297
C 5.461 -2.532 4.680 0.565 -0.449 -0.362
C 6.711 -2.934 4.210 -0.381 -0.070 0.201
C 7.026 -4.299 4.199 -0.161 0.005 0.044
C 6.069 -5.253 4.577 0.072 0.409 -0.006
C 4.783 -4.857 4.960 0.024 0.258 0.114
S 4.832 -0.893 4.778 0.103 -0.345 -0.044
H 2.713 2.509 5.170 -0.021 -0.067 0.188
H 1.935 1.698 6.584 0.216 0.035 -0.188
H 3.655 1.347 6.167 -0.288 0.090 -0.047
H 2.490 -1.689 7.828 -0.241 0.055 0.069
H 0.759 -1.968 9.613 -0.166 0.155 -0.348
H -1.621 -1.400 9.122 0.159 -0.017 -0.221
H -2.276 -0.639 6.838 0.294 0.029 0.133
H -0.510 -0.255 5.100 0.006 -0.110 0.370
H 2.074 -4.606 4.912 0.178 0.253 0.158
H 1.961 -3.945 6.574 -0.202 0.036 -0.276
H 1.156 -3.119 5.202 0.392 -0.071 0.178
H 7.396 -2.173 3.847 0.141 -0.239 0.145
H 8.021 -4.620 3.888 -0.312 0.092 0.054
H 6.329 -6.311 4.568 -0.107 0.287 -0.057
H 4.004 -5.588 5.190 0.393 0.201 0.010
```
Forces are in eV/Å.

Results
- HOMO-LUMO gap (eV) = 3.8
- energy (Eh) = -2002.289357
- HOMO level (eV) = -9.10
- energy relative to the best compared isomer or geometry (same formula, charge and spin) (kcal/mol) = 10.4
- net charge = +1

---

- What is the HOMO-LUMO gap in the first record?
  7.4 eV

---

- The lowest energy relative to the best compared isomer or geometry (same formula, charge and spin) belongs to which entry?
  C38H44NOS

---

- Among the records above, which one has the lowest HOMO level?
  C9H15N2

---

- Among the records above, which one has the lowest HOMO-LUMO gap?
  C38H44NOS